[1]
The following is a quantum chemistry calculation of an isolated molecule of C28H31N3O6, from the Open Molecules 2025 dataset.

Cartesian coordinates (Å):
C -1.895 1.555 6.579
C -1.329 1.564 5.165
C -1.809 0.344 4.374
N -1.290 0.325 3.030
C -1.976 0.783 1.949
O -3.087 1.266 1.963
C -1.077 0.568 0.785
C -1.287 0.838 -0.553
C -0.270 0.520 -1.453
C -0.386 0.746 -2.928
O 0.193 0.031 -3.724
N -1.160 1.813 -3.260
C -1.482 2.311 -4.529
C -2.257 3.461 -4.610
C -2.590 3.966 -5.849
C -2.173 3.364 -7.033
O -2.595 4.008 -8.158
C -2.305 3.511 -9.445
C -1.385 2.200 -6.949
O -0.966 1.604 -8.110
C -0.177 0.441 -8.026
C -1.056 1.693 -5.699
C 0.904 -0.081 -0.996
C 1.111 -0.345 0.348
C 0.111 -0.002 1.235
C 0.032 -0.203 2.725
N 0.152 -1.580 3.122
C 1.205 -2.069 3.882
C 1.802 -1.336 4.900
C 2.818 -1.897 5.653
C 3.269 -3.192 5.443
O 4.284 -3.765 6.180
C 4.889 -3.006 7.194
C 2.658 -3.952 4.428
O 2.940 -5.234 4.062
C 3.917 -5.996 4.735
C 1.649 -3.370 3.670
H -1.549 2.423 7.133
H -2.982 1.576 6.552
H -1.582 0.659 7.109
H -0.238 1.566 5.209
H -1.646 2.468 4.643
H -2.899 0.368 4.295
H -1.502 -0.579 4.872
H -2.235 1.250 -0.865
H -1.541 2.357 -2.498
H -2.600 3.956 -3.714
H -3.192 4.857 -5.935
H -1.231 3.492 -9.640
H -2.717 2.511 -9.595
H -2.786 4.208 -10.131
H 0.031 0.161 -9.058
H -0.711 -0.374 -7.529
H 0.765 0.629 -7.504
H -0.455 0.806 -5.610
H 1.654 -0.340 -1.728
H 2.025 -0.809 0.689
H 0.801 0.381 3.247
H -0.195 -2.235 2.434
H 1.479 -0.333 5.129
H 3.260 -1.296 6.431
H 5.649 -3.655 7.627
H 4.172 -2.722 7.972
H 5.369 -2.106 6.795
H 3.904 -6.968 4.242
H 4.911 -5.554 4.641
H 3.677 -6.120 5.792
H 1.206 -3.978 2.896

The value obtained for the LUMO energy is 0.4 eV. The maximum force is 0.6 eV Å⁻¹. The energy above the lowest of the compared OMol25 structures with the same formula, charge and spin is 128.4 kJ/mol. The total energy is -46294.1038 eV. The calculation puts the frontier orbital gap at 8.01 eV.

---

[2]
The following is a quantum chemistry calculation of a structure of composition C50H29Cl4HfN9, from the Open Molecules 2025 dataset.

Cartesian coordinates (Å):
Hf -0.022 -0.099 0.391
Cl 8.299 -5.039 0.377
C 6.765 -4.284 0.330
C 5.605 -5.044 0.473
C 4.371 -4.433 0.431
C 4.254 -3.052 0.229
C 5.433 -2.305 0.065
C 6.669 -2.907 0.134
C 2.977 -2.358 0.236
C 1.990 -2.637 1.186
C 1.933 -3.649 2.190
C 0.672 -3.614 2.744
C -0.012 -2.568 2.097
C -1.362 -1.971 2.211
C -2.210 -2.032 1.172
C -3.317 -1.045 0.957
C -4.102 -0.834 -1.101
C -3.879 -1.645 -2.325
Cl -4.569 -1.051 -3.782
C -3.167 -2.771 -2.320
C -2.669 -3.368 -1.036
C -1.302 -0.777 3.074
N -0.780 0.280 2.407
C -0.566 1.272 3.353
C 0.080 2.481 3.068
C 0.115 3.511 4.097
C -1.043 3.847 4.811
C -1.020 4.840 5.766
C 0.172 5.505 6.048
Cl 0.201 6.746 7.224
C 1.340 5.157 5.370
C 1.308 4.182 4.398
C 0.690 2.766 1.811
C 1.079 4.065 1.366
C 1.516 3.930 0.077
C 1.413 2.545 -0.253
N 0.916 1.853 0.823
C 1.885 1.978 -1.462
C 2.196 0.615 -1.581
C 3.093 0.012 -2.517
C 3.483 -1.179 -1.969
C 2.780 -1.325 -0.736
N 1.946 -0.268 -0.554
C 2.205 2.902 -2.557
C 3.496 3.059 -3.068
C 3.739 3.941 -4.101
C 2.690 4.661 -4.666
Cl 2.979 5.719 -5.984
C 1.399 4.516 -4.163
C 1.170 3.663 -3.106
C -1.004 0.791 4.621
C -1.459 -0.497 4.439
N 0.776 -1.960 1.191
H 5.679 -6.112 0.605
H 3.480 -5.037 0.498
H 5.371 -1.235 -0.056
H 7.567 -2.319 0.034
H 2.736 -4.302 2.469
H 0.269 -4.254 3.505
H -3.526 -0.404 1.810
H -4.721 0.036 -1.318
H -3.013 -3.325 -3.230
H -2.126 -4.285 -1.263
H -1.977 3.364 4.565
H -1.920 5.114 6.292
H 2.264 5.653 5.613
H 2.219 3.898 3.894
H 1.021 4.970 1.938
H 1.912 4.691 -0.566
H 3.411 0.439 -3.448
H 4.166 -1.891 -2.385
H 4.320 2.528 -2.614
H 4.743 4.078 -4.473
H 0.584 5.070 -4.602
H 0.167 3.534 -2.728
H -0.925 1.318 5.550
H -1.868 -1.165 5.169
N -2.990 3.140 -0.384
C -1.673 2.963 -0.492
N -1.402 1.664 -0.469
C -2.634 1.081 -0.356
N -3.603 1.962 -0.301
C -2.790 -0.384 -0.360
C -4.582 -1.546 0.211
N -4.766 -2.945 0.201
C -3.942 -3.743 -0.298
C -1.732 -2.440 -0.210
N -1.538 -1.062 -0.708
H -3.539 3.992 -0.375
H -0.954 3.752 -0.591
H -5.501 -1.102 0.594
H -4.206 -4.791 -0.253
H -0.758 -2.936 -0.178

The value obtained for the LUMO energy is -8.1 eV. The maximum force is 1.7 eV Å⁻¹. The energy above the lowest of the compared OMol25 structures with the same formula, charge and spin is 48.0 kJ/mol. The net charge is +2. The total energy is -117115.9174 eV. The calculation puts the frontier orbital gap at 4.60 eV.

---

[3]
The following is a quantum chemistry calculation of a structure of composition C2H4N4O2, from the Open Molecules 2025 dataset.

Cartesian coordinates (Å):
C -0.415 -0.652 -0.044
C 1.515 -0.148 0.108
H -2.500 -0.601 -0.348
H -1.908 -2.084 -0.305
H 3.106 0.811 -0.090
H -1.177 1.915 0.999
N -1.738 -1.143 -0.012
N 0.764 -1.336 0.106
N 1.055 1.030 -0.127
N -0.268 0.700 -0.212
O 2.903 -0.071 -0.073
O -1.337 1.580 -0.001

The value obtained for the LUMO energy is 0.4 eV. The maximum force is 6.1 eV Å⁻¹. The energy above the lowest of the compared OMol25 structures with the same formula, charge and spin is 216.3 kJ/mol. The total energy is -12191.2459 eV. The calculation puts the frontier orbital gap at 9.32 eV.

---

[4]
The following is a quantum chemistry calculation of a cluster of 2 separate species, C2H8O2 in total, from the Open Molecules 2025 dataset.

Cartesian coordinates (Å):
C -0.900 -1.852 0.833
O 0.374 -2.240 1.345
H -0.776 -1.638 -0.231
H -1.566 -2.724 0.776
H -1.407 -1.064 1.387
H 0.196 -2.599 2.220
C 0.302 2.336 -0.487
O 0.462 1.663 -1.728
H 1.275 2.459 -0.005
H -0.216 1.661 0.198
H -0.184 3.296 -0.618
H -0.075 2.094 -2.432

The value obtained for the LUMO energy is 0.9 eV. The maximum force is 1.5 eV Å⁻¹. The energy above the lowest of the compared OMol25 structures with the same formula, charge and spin is 90.9 kJ/mol. The total energy is -6297.4679 eV. The calculation puts the frontier orbital gap at 11.14 eV.

---

[5]
The following is a quantum chemistry calculation of a structure of composition C4H9BrSi, from the Open Molecules 2025 dataset.

Cartesian coordinates (Å):
C 0.422 1.814 -0.217
C -0.479 2.565 0.337
C 0.392 -1.478 1.573
C -0.615 -1.187 -1.528
Si 0.648 -0.693 -0.094
Br -0.553 4.503 0.015
H 1.373 2.197 -0.758
H -1.269 2.367 1.005
H 0.390 -2.605 1.468
H 1.090 -1.269 2.349
H -0.552 -1.206 2.077
H -0.409 -2.227 -1.797
H -1.701 -1.306 -1.080
H -0.738 -0.695 -2.520
H 2.000 -0.780 -0.831

The value obtained for the LUMO energy is 0.7 eV. The maximum force is 4.5 eV Å⁻¹. The energy above the lowest of the compared OMol25 structures with the same formula, charge and spin is 220.3 kJ/mol. The total energy is -82211.3539 eV. The calculation puts the frontier orbital gap at 9.64 eV.

---

[6]
The following is a quantum chemistry calculation of a structure of composition C3H4BCl3CrF6NO19S2, from the Open Molecules 2025 dataset.

Cartesian coordinates (Å):
Cr -0.465 0.370 -0.591
Cl -1.421 3.365 0.725
O -0.753 2.050 1.033
O -2.767 3.232 1.150
O -0.830 4.416 1.434
O -1.356 3.642 -0.630
Cl -3.100 1.185 -3.190
O -2.918 2.496 -3.699
O -1.977 0.874 -2.331
O -4.321 1.132 -2.424
O -3.209 0.219 -4.256
Cl -3.200 -1.154 1.276
O -2.411 -0.900 2.411
O -4.438 -0.364 1.430
O -2.378 -0.688 0.178
O -3.514 -2.519 1.072
N 0.305 -1.007 -1.631
S 0.590 -2.568 -1.567
O 1.947 -2.803 -1.113
O -0.211 -3.562 -2.318
F -0.201 -2.722 -0.164
S 1.058 -1.071 -3.222
O 0.311 -1.712 -4.309
O 2.545 -1.188 -3.212
F 0.857 0.514 -3.471
B 2.042 1.893 -1.101
F 2.267 1.102 -0.050
F 2.280 3.148 -0.682
F 2.718 1.573 -2.299
F 0.703 1.810 -1.365
C 2.160 -0.767 4.208
C 3.026 -1.619 3.313
O 2.476 -1.356 1.994
C 1.310 -0.734 2.096
O 0.599 -0.440 1.142
O 1.014 -0.580 3.365
H 2.502 0.138 4.710
H 1.927 -1.398 5.065
H 2.762 -2.651 3.544
H 4.070 -1.353 3.477

The value obtained for the LUMO energy (spin up / spin down) is 1.2 / 2.5 eV. The maximum force is 10.0 eV Å⁻¹. The energy above the lowest of the compared OMol25 structures with the same formula, charge and spin is 425.8 kJ/mol. The net charge is -2. The total energy is -148191.2370 eV. Its spin multiplicity is 4. The calculation puts the frontier orbital gap (spin up / spin down) at 5.74 / 6.98 eV.

---

| no. | molar mass (g mol⁻¹) |
| --- | --- |
| 1 | 505.57 |
| 2 | 1076.15 |
| 3 | 116.08 |
| 4 | 64.08 |
| 5 | 165.11 |
| 6 | 705.34 |